No. 1
{"formula": "C9H15OP", "method": "ωB97M-V/def2-TZVPD", "species": ["C", "C", "C", "C", "P", "C", "O", "C", "C", "C", "C", "H", "H", "H", "H", "H", "H", "H", "H", "H", "H", "H", "H", "H", "H", "H"], "coordinates": [[1.65245, -1.95577, 0.32292], [0.76092, -0.76971, 0.28279], [-0.55254, -1.16337, 0.21809], [-1.12476, -2.51438, 0.15876], [-1.68721, 0.31147, 0.10158], [-2.20927, 0.24674, -1.63296], [-2.82258, 0.45743, 1.01919], [0.01199, 1.38856, 0.21819], [-0.07324, 2.89284, 0.11283], [1.05134, 0.59662, 0.39236], [2.42100, 1.20800, 0.53270], [1.71558, -2.41654, -0.63587], [1.25898, -2.70297, 0.98339], [2.59443, -1.81414, 0.63782], [-2.23887, -2.49137, -0.01757], [-1.07373, -3.02322, 1.17041], [-0.73340, -3.30563, -0.53368], [-2.35250, 1.32072, -1.76906], [-1.38902, -0.08260, -2.14444], [-3.24045, -0.26367, -1.87456], [0.79684, 3.29549, 0.68265], [-0.93915, 3.36432, 0.73404], [-0.04637, 3.19018, -0.90708], [3.03925, 0.79098, 1.39341], [2.20939, 2.20498, 0.89625], [2.97094, 1.23505, -0.34218]], "max_force_ev_per_a": 5.42, "homo_lumo_gap_ev": 8.55, "de_lowest_kcal_mol": 8.2, "homo_ev": -8.144, "lumo_energy_ev": 0.41, "smiles": "CC1=C(C)P(C)(=O)C(C)=C1C", "total_charge": 0}


No. 2
{"formula": "C3H7N5", "method": "ωB97M-V/def2-TZVPD", "species": ["C", "C", "C", "H", "H", "H", "H", "H", "H", "H", "N", "N", "N", "N", "N"], "coordinates": [[1.79852, 0.23413, 0.10575], [-0.54188, 0.51031, 0.36838], [-2.57640, -0.79245, -0.40531], [3.84309, 0.93789, -0.21553], [3.00128, 1.77617, 0.93975], [2.61725, -1.13462, -0.59762], [-1.45691, 0.89209, 0.83564], [-0.43344, -1.30745, -0.28772], [-2.72419, -2.28206, 0.22764], [-4.40526, 0.29524, -0.45463], [2.99959, 0.93186, 0.58173], [1.70266, -0.79548, -0.64068], [0.65403, 0.76962, 0.67683], [-1.14965, -0.57302, -0.37664], [-3.32869, 0.53775, -0.75761]], "max_force_ev_per_a": 9.72, "homo_lumo_gap_ev": 8.86, "de_lowest_kcal_mol": 150.7, "homo_ev": -9.168, "lumo_energy_ev": -0.30, "total_charge": 0}


No. 3
{"formula": "C29H43BF4IN4O3PS2Si2TeTi", "method": "ωB97M-V/def2-TZVPD", "species": ["Ti", "C", "C", "N", "C", "C", "C", "O", "C", "C", "N", "C", "C", "C", "C", "C", "C", "I", "C", "O", "H", "H", "H", "H", "H", "H", "H", "H", "H", "H", "H", "H", "S", "C", "S", "C", "C", "N", "C", "N", "C", "Si", "C", "C", "C", "Te", "C", "Si", "C", "C", "C", "H", "H", "H", "H", "H", "H", "H", "H", "H", "H", "H", "H", "H", "H", "H", "H", "H", "H", "H", "H", "H", "H", "C", "P", "C", "C", "O", "H", "H", "H", "H", "H", "H", "H", "H", "H", "F", "B", "F", "F", "F"], "coordinates": [[-2.72195, 0.39685, 1.33376], [-5.47127, -1.45616, -1.63219], [-4.50206, -0.50987, -2.26523], [-4.32197, -0.52989, -3.56576], [-3.39045, 0.27863, -4.10844], [-2.61174, 1.14071, -3.38073], [-1.54594, 1.95184, -4.06490], [-0.22819, 1.47069, -3.83842], [-2.79803, 1.18746, -1.97829], [-2.05613, 2.13510, -1.17009], [-1.96067, 2.08569, 0.10434], [-1.27053, 3.13434, 0.78625], [-0.02867, 3.59202, 0.35558], [0.61007, 4.60419, 1.06621], [0.01840, 5.14562, 2.19749], [-1.22178, 4.67187, 2.63022], [-1.84526, 3.66891, 1.92491], [-4.27824, 2.45460, 2.78769], [-3.76414, 0.35700, -1.39642], [-4.04119, 0.32903, -0.12349], [-5.98832, -2.02300, -2.40340], [-6.18589, -0.92053, -1.00519], [-4.93364, -2.13671, -0.96669], [-3.26526, 0.21043, -5.18429], [-1.61232, 3.00655, -3.76933], [-1.71281, 1.91696, -5.14321], [-0.18537, 0.99165, -2.98946], [-1.58457, 2.96243, -1.70387], [0.44780, 3.14767, -0.51285], [1.58219, 4.95279, 0.74278], [0.52563, 5.92937, 2.74962], [-1.68601, 5.08998, 3.51805], [-3.71143, -1.50039, 2.66998], [-2.83839, -2.53208, 1.59189], [-1.83462, -1.77082, 0.39836], [-2.95061, -3.91294, 1.62823], [-2.28382, -4.73020, 0.66829], [-1.77244, -5.39729, -0.12194], [-3.76993, -4.57755, 2.58637], [-4.43860, -5.13425, 3.34415], [1.76025, -1.73365, -4.16183], [0.95129, -2.68540, -2.75167], [-0.90126, -2.59264, -2.93797], [1.49349, -4.48110, -2.85982], [1.56573, -1.99929, -1.11714], [0.98153, 0.01284, -0.72735], [2.64980, 0.94560, -1.73279], [4.17547, 1.15657, -0.67030], [4.81069, -0.47884, -0.04492], [3.80521, 2.31877, 0.75425], [5.52284, 1.95471, -1.72574], [1.42524, -2.14136, -5.12014], [2.85047, -1.81609, -4.12628], [1.48679, -0.67620, -4.14686], [-1.18179, -2.95336, -3.93224], [-1.27837, -1.57201, -2.83256], [-1.40128, -3.20933, -2.18879], [1.18484, -4.92859, -3.80869], [1.03636, -5.05698, -2.05185], [2.57903, -4.57521, -2.77495], [2.65380, -2.03052, -1.03529], [1.17482, -2.55186, -0.25996], [2.28632, 1.90432, -2.11323], [2.85900, 0.33196, -2.61151], [4.07806, -1.03874, 0.53896], [5.67593, -0.31148, 0.60333], [5.13840, -1.11700, -0.87088], [2.82288, 2.11835, 1.18655], [3.82526, 3.36158, 0.42621], [4.54534, 2.20141, 1.54983], [5.77274, 1.32488, -2.58320], [6.43663, 2.10660, -1.14445], [5.20077, 2.92736, -2.10680], [-0.44792, -1.13227, 4.56372], [-0.37913, 0.51477, 3.87769], [1.31002, 1.06790, 3.68400], [-1.12448, 1.59427, 5.11011], [-1.14165, 0.65759, 2.58190], [0.21987, -1.19405, 5.42433], [-0.13525, -1.86046, 3.81551], [-1.47973, -1.32984, 4.85540], [1.90649, 0.77391, 4.54758], [1.30289, 2.15330, 3.56725], [1.72164, 0.58419, 2.79922], [-0.57427, 1.54127, 6.05161], [-2.16019, 1.28955, 5.26200], [-1.12099, 2.61607, 4.73006], [1.41110, -1.51161, 2.29902], [2.35278, -2.35371, 2.94526], [1.75102, -3.56398, 3.27648], [2.77461, -1.68861, 4.12748], [3.45503, -2.55426, 2.09950]], "max_force_ev_per_a": 0.88, "multiplicity": 3, "homo_lumo_gap_ev": [6.42, 6.72], "de_lowest_kcal_mol": 0.0, "homo_ev": [-2.768, -3.078], "lumo_energy_ev": [3.65, 3.64], "total_charge": -2}


No. 4
{"formula": "H18O9", "method": "ωB97M-V/def2-TZVPD", "species": ["O", "H", "H", "O", "H", "H", "O", "H", "H", "O", "H", "H", "O", "H", "H", "O", "H", "H", "O", "H", "H", "O", "H", "H", "O", "H", "H"], "coordinates": [[-0.65301, -0.48085, 0.12004], [-0.91820, 0.06728, 0.85859], [0.17184, -0.09811, -0.17887], [2.24128, 1.58825, 3.46600], [1.40919, 1.27801, 3.82324], [2.38739, 1.04504, 2.69154], [1.37355, -2.27684, 2.78140], [1.14808, -2.59547, 3.65540], [0.61401, -2.49735, 2.24223], [3.12436, -1.85656, -1.20085], [4.03547, -1.66902, -0.97514], [2.96410, -2.73072, -0.84534], [-4.32956, -1.86512, -2.33274], [-4.31857, -2.64978, -2.88084], [-3.45005, -1.82221, -1.95743], [0.14513, 3.61252, 0.16491], [-0.33972, 3.38437, 0.95808], [0.42904, 4.51530, 0.30854], [-0.05598, -1.91026, -3.71423], [0.40515, -1.81168, -2.88123], [0.63188, -1.85378, -4.37747], [0.11056, 2.02323, -3.28650], [-0.37361, 1.20717, -3.16059], [0.31539, 2.32000, -2.39982], [-2.04765, 1.64382, 2.80542], [-2.95075, 1.36623, 2.65184], [-2.06924, 2.06662, 3.66391]], "max_force_ev_per_a": 0.39, "homo_lumo_gap_ev": 10.98, "de_lowest_kcal_mol": 62.2, "homo_ev": -10.967, "lumo_energy_ev": 0.02, "smiles": "O.O.O.O.O.O.O.O.O", "total_charge": 0}